This record from the OMol25 dataset describes a structure of composition C39H37ClN9O4SV. The level of theory is wB97M-V/def2-TZVPD.

Properties
energy relative to the best compared isomer or geometry (same formula, charge and spin)	49.43	kJ/mol
total energy	-4104.518347	Ha
HOMO-LUMO gap (alpha / beta)	5.659 / 5.864	eV

```
! wB97M-V def2-TZVPD RIJCOSX def2/J DEFGRID3
* xyz 1 2
V 1.195 0.609 1.905
C 0.595 -1.672 5.493
C 0.637 -1.171 4.087
N 1.392 -0.170 3.711
N 2.135 0.494 4.655
C 2.936 1.510 4.254
N 3.520 2.213 5.230
S 3.242 1.854 2.620
C -0.191 -1.662 3.011
C -0.946 -2.843 3.080
C -1.723 -3.210 2.014
C -1.741 -2.398 0.875
C -0.957 -1.275 0.854
N -0.179 -0.901 1.888
H 0.160 -0.913 6.152
H 1.592 -1.922 5.863
H -0.022 -2.558 5.587
H 1.896 0.362 5.630
H 3.218 2.156 6.188
H 4.073 3.011 4.964
H -0.909 -3.460 3.965
H -2.307 -4.119 2.050
H -2.348 -2.646 0.017
H -0.922 -0.628 -0.015
C 3.123 -0.872 -11.549
O 3.186 -1.889 -10.561
C 2.983 -1.536 -9.271
C 2.632 -0.255 -8.850
C 2.452 -0.004 -7.499
C 2.613 -1.009 -6.557
C 2.954 -2.291 -6.994
C 3.137 -2.558 -8.331
C 2.429 -0.695 -5.138
N 2.046 0.467 -4.658
C 2.016 0.296 -3.301
C 2.384 -0.981 -2.951
N 2.650 -1.614 -4.144
C 2.497 -1.433 -1.599
C 2.991 -2.670 -1.177
C 3.114 -2.917 0.172
C 2.724 -1.944 1.087
N 2.231 -0.768 0.715
C 2.130 -0.504 -0.608
C 1.635 0.812 -0.968
N 1.198 1.595 0.052
C 0.873 2.853 -0.211
C 0.923 3.384 -1.499
C 1.287 2.580 -2.553
C 1.646 1.254 -2.295
H 3.396 -1.349 -12.486
H 3.830 -0.069 -11.328
H 2.113 -0.465 -11.628
H 2.495 0.545 -9.559
H 2.182 0.988 -7.167
H 3.075 -3.108 -6.295
H 3.399 -3.547 -8.677
H 2.966 -2.558 -4.274
H 3.292 -3.419 -1.896
H 3.505 -3.856 0.533
H 2.801 -2.112 2.155
H 0.535 3.433 0.639
H 0.652 4.418 -1.652
H 1.303 2.946 -3.569
Cl -5.906 3.845 0.298
C -4.423 3.490 1.133
C -3.523 2.601 0.564
C -2.351 2.310 1.237
C -2.078 2.890 2.468
C -2.991 3.783 3.019
C -4.166 4.094 2.353
C -0.863 2.537 3.274
O -0.794 2.795 4.464
O 0.112 1.996 2.613
H -3.750 2.146 -0.389
H -1.651 1.600 0.817
H -2.771 4.225 3.979
H -4.879 4.789 2.771
C -4.964 -0.789 2.284
N -4.679 -0.521 3.679
C -5.773 -0.658 4.620
C -3.462 -0.044 4.038
C -3.278 0.351 5.484
O -2.548 0.079 3.232
H -5.807 -0.181 1.949
H -5.213 -1.843 2.135
H -4.086 -0.539 1.697
H -6.531 -1.299 4.174
H -6.238 0.303 4.855
H -5.446 -1.125 5.548
H -4.076 1.009 5.826
H -2.329 0.875 5.565
H -3.282 -0.530 6.128
*
```

In the Mulliken picture, each atom carries the following charge in e: atom 1 (V): -0.320, atom 2 (C): -2.170, atom 3 (C): 0.686, atom 4 (N): 0.851, atom 5 (N): -0.765, atom 6 (C): 0.673, atom 7 (N): -0.422, atom 8 (S): -0.520, atom 9 (C): 1.021, atom 10 (C): -1.155, atom 11 (C): -0.799, atom 12 (C): -1.236, atom 13 (C): -0.432, atom 14 (N): 1.375, atom 15 (H): 0.464, atom 16 (H): 0.425, atom 17 (H): 0.466, atom 18 (H): 0.300, atom 19 (H): 0.194, atom 20 (H): 0.262, atom 21 (H): 0.394, atom 22 (H): 0.478, atom 23 (H): 0.528, atom 24 (H): 0.461, atom 25 (C): -0.843, atom 26 (O): -0.456, atom 27 (C): 0.936, atom 28 (C): -0.485, atom 29 (C): -0.775, atom 30 (C): 0.259, atom 31 (C): -0.438, atom 32 (C): -0.818, atom 33 (C): 0.348, atom 34 (N): -0.854, atom 35 (C): 0.887, atom 36 (C): -0.272, atom 37 (N): -0.102, atom 38 (C): 0.470, atom 39 (C): -0.281, atom 40 (C): -1.399, atom 41 (C): -0.121, atom 42 (N): 0.146, atom 43 (C): 0.180, atom 44 (C): -0.066, atom 45 (N): 0.405, atom 46 (C): -0.273, atom 47 (C): -1.242, atom 48 (C): -0.411, atom 49 (C): 0.098, atom 50 (H): 0.243, atom 51 (H): 0.351, atom 52 (H): 0.339, atom 53 (H): 0.410, atom 54 (H): 0.471, atom 55 (H): 0.248, atom 56 (H): 0.430, atom 57 (H): 0.174, atom 58 (H): 0.480, atom 59 (H): 0.455, atom 60 (H): 0.535, atom 61 (H): 0.585, atom 62 (H): 0.480, atom 63 (H): 0.626, atom 64 (Cl): -0.224, atom 65 (C): 0.344, atom 66 (C): -1.096, atom 67 (C): 0.794, atom 68 (C): 0.051, atom 69 (C): -0.564, atom 70 (C): -0.755, atom 71 (C): 0.082, atom 72 (O): -0.797, atom 73 (O): -0.083, atom 74 (H): 0.460, atom 75 (H): 0.254, atom 76 (H): 0.489, atom 77 (H): 0.469, atom 78 (C): -0.872, atom 79 (N): 0.290, atom 80 (C): -1.105, atom 81 (C): 0.437, atom 82 (C): -1.696, atom 83 (O): 0.146, atom 84 (H): 0.419, atom 85 (H): 0.323, atom 86 (H): 0.062, atom 87 (H): 0.376, atom 88 (H): 0.305, atom 89 (H): 0.363, atom 90 (H): 0.436, atom 91 (H): 0.208, atom 92 (H): 0.401

This record from the OMol25 dataset describes a structure of composition C39H37F3N6O4SeSiTa. The level of theory is wB97M-V/def2-TZVPD.

Properties
energy relative to the best compared isomer or geometry (same formula, charge and spin)	93.73	kJ/mol
total energy	-5185.395205	Ha
HOMO-LUMO gap (alpha / beta)	5.379 / 5.507	eV

```
! wB97M-V def2-TZVPD RIJCOSX def2/J DEFGRID3
* xyz 1 1
Ta -0.131 -0.653 -0.205
O 2.672 -3.311 3.561
C 1.464 -3.107 4.107
C 1.359 -3.276 5.489
C 0.151 -3.096 6.124
C -0.993 -2.743 5.408
C -0.895 -2.558 4.049
C 0.323 -2.723 3.374
C 0.376 -2.431 1.942
O -0.653 -1.816 1.359
N 1.447 -2.681 1.254
N 1.310 -2.095 0.001
C 2.126 -2.491 -0.981
C 1.886 -1.826 -2.181
C 2.582 -2.030 -3.401
C 2.226 -1.325 -4.505
C 1.148 -0.402 -4.420
C 0.507 -0.235 -3.235
N 0.862 -0.912 -2.100
H 2.611 -3.148 2.596
H 2.248 -3.554 6.037
H 0.094 -3.238 7.195
H -1.941 -2.620 5.912
H -1.763 -2.286 3.470
H 2.892 -3.233 -0.814
H 3.388 -2.749 -3.424
H 2.749 -1.468 -5.438
H 0.829 0.169 -5.279
H -0.318 0.459 -3.137
O -6.586 2.141 -1.458
C -5.724 2.697 -0.491
C -4.385 2.024 -0.589
C -3.286 2.547 0.078
C -2.083 1.877 0.028
N -1.907 0.737 -0.662
C -2.963 0.266 -1.356
C -4.209 0.862 -1.329
C -2.674 -0.955 -2.131
C -3.330 -1.279 -3.303
C -2.947 -2.415 -4.002
C -3.660 -2.804 -5.274
O -5.025 -3.078 -5.028
C -1.910 -3.180 -3.479
C -1.289 -2.777 -2.314
N -1.660 -1.684 -1.637
H -7.457 2.541 -1.374
H -6.108 2.543 0.527
H -5.590 3.776 -0.634
H -3.344 3.466 0.649
H -1.214 2.257 0.525
H -5.038 0.431 -1.869
H -4.128 -0.651 -3.675
H -3.147 -3.643 -5.752
H -3.644 -1.964 -5.973
H -5.106 -3.950 -4.629
H -1.568 -4.074 -3.981
H -0.472 -3.349 -1.890
F 4.013 5.674 -3.358
C 4.002 4.422 -3.850
F 5.263 3.969 -3.848
F 3.593 4.499 -5.131
C 3.079 3.536 -3.046
C 1.718 3.804 -3.043
C 0.896 2.977 -2.300
N 1.344 1.942 -1.591
C 2.651 1.708 -1.591
C 3.562 2.475 -2.304
H 1.307 4.629 -3.606
H -0.173 3.154 -2.274
H 2.987 0.868 -0.993
H 4.616 2.244 -2.278
Se 0.926 0.923 1.413
C 0.547 1.038 4.701
Si -0.446 1.438 3.188
C -2.099 0.556 3.223
C -0.781 3.287 3.059
C -1.751 3.810 3.922
C -2.107 5.151 3.890
C -1.495 6.003 2.982
C -0.526 5.512 2.122
C -0.172 4.170 2.164
H -0.049 1.196 5.602
H 1.436 1.664 4.766
H 0.855 -0.008 4.677
H -2.252 0.103 4.203
H -2.162 -0.244 2.490
H -2.912 1.262 3.049
H -2.246 3.166 4.641
H -2.853 5.531 4.575
H -1.769 7.050 2.953
H -0.036 6.178 1.424
H 0.596 3.807 1.491
*
```

In the Mulliken picture, each atom carries the following charge in e: atom 1 (Ta): 1.177, atom 2 (O): -0.648, atom 3 (C): 0.765, atom 4 (C): -0.703, atom 5 (C): -0.394, atom 6 (C): -0.998, atom 7 (C): -0.308, atom 8 (C): 0.131, atom 9 (C): 0.879, atom 10 (O): -0.825, atom 11 (N): -2.154, atom 12 (N): 1.198, atom 13 (C): -0.753, atom 14 (C): 0.813, atom 15 (C): -1.207, atom 16 (C): -0.796, atom 17 (C): -1.012, atom 18 (C): -0.275, atom 19 (N): 1.086, atom 20 (H): 0.467, atom 21 (H): 0.471, atom 22 (H): 0.403, atom 23 (H): 0.452, atom 24 (H): 0.636, atom 25 (H): 0.603, atom 26 (H): 0.548, atom 27 (H): 0.466, atom 28 (H): 0.606, atom 29 (H): 0.411, atom 30 (O): -0.506, atom 31 (C): -0.561, atom 32 (C): 0.262, atom 33 (C): -1.328, atom 34 (C): -1.094, atom 35 (N): 0.507, atom 36 (C): 0.295, atom 37 (C): -0.720, atom 38 (C): 0.398, atom 39 (C): -1.139, atom 40 (C): 0.914, atom 41 (C): -0.990, atom 42 (O): -0.493, atom 43 (C): -1.242, atom 44 (C): -0.105, atom 45 (N): -0.054, atom 46 (H): 0.320, atom 47 (H): 0.319, atom 48 (H): 0.376, atom 49 (H): 0.602, atom 50 (H): 0.883, atom 51 (H): 0.651, atom 52 (H): 0.576, atom 53 (H): 0.377, atom 54 (H): 0.345, atom 55 (H): 0.321, atom 56 (H): 0.431, atom 57 (H): 0.525, atom 58 (F): -0.242, atom 59 (C): 0.699, atom 60 (F): -0.275, atom 61 (F): -0.251, atom 62 (C): 0.374, atom 63 (C): -1.213, atom 64 (C): -0.469, atom 65 (N): 0.674, atom 66 (C): -0.167, atom 67 (C): -1.059, atom 68 (H): 0.459, atom 69 (H): 0.568, atom 70 (H): 0.471, atom 71 (H): 0.545, atom 72 (Se): -0.726, atom 73 (C): -1.130, atom 74 (Si): 0.901, atom 75 (C): -1.161, atom 76 (C): 0.482, atom 77 (C): -0.317, atom 78 (C): -0.773, atom 79 (C): -0.471, atom 80 (C): -0.715, atom 81 (C): -0.257, atom 82 (H): 0.384, atom 83 (H): 0.342, atom 84 (H): 0.195, atom 85 (H): 0.522, atom 86 (H): 0.116, atom 87 (H): 0.618, atom 88 (H): 0.389, atom 89 (H): 0.424, atom 90 (H): 0.406, atom 91 (H): 0.440, atom 92 (H): 0.314

This record from the OMol25 dataset describes a structure of composition C39H37N6SiTc. The level of theory is wB97M-V/def2-TZVPD.

Properties
total energy	-2207.040689	Ha
HOMO-LUMO gap (alpha / beta)	7.627 / 6.610	eV

```
! wB97M-V def2-TZVPD RIJCOSX def2/J DEFGRID3
* xyz 1 4
Tc 0.574 0.582 0.081
C -2.187 -5.788 1.379
C -1.937 -4.315 1.226
C -2.916 -3.469 0.705
C -2.668 -2.127 0.516
C -1.448 -1.541 0.872
N -1.242 -0.163 0.684
C -2.285 0.680 1.078
C -3.092 0.385 2.187
C -4.074 1.250 2.625
C -4.295 2.475 1.998
C -5.322 3.448 2.509
C -3.504 2.780 0.904
C -2.539 1.894 0.435
N -1.837 2.261 -0.752
C -2.324 2.987 -1.772
C -1.276 3.331 -2.597
C -0.155 2.769 -1.998
N -0.495 2.118 -0.882
C -0.472 -2.395 1.388
C -0.712 -3.758 1.537
N 0.819 -1.928 1.798
C 1.601 -2.489 2.740
C 2.840 -1.890 2.689
C 2.736 -0.946 1.670
N 1.515 -0.978 1.136
H -3.117 -5.975 1.916
H -1.377 -6.272 1.923
H -2.268 -6.269 0.403
H -3.879 -3.877 0.423
H -3.436 -1.490 0.095
H -2.934 -0.552 2.705
H -4.673 0.976 3.485
H -6.101 2.935 3.071
H -5.796 3.990 1.692
H -4.865 4.184 3.173
H -3.632 3.732 0.402
H -3.376 3.205 -1.836
H -1.321 3.903 -3.506
H 0.875 2.786 -2.310
H 0.092 -4.403 1.866
H 1.223 -3.266 3.381
H 3.692 -2.099 3.310
H 3.457 -0.233 1.306
C 0.386 2.012 4.410
C 1.456 2.892 4.486
C 2.235 3.112 3.368
C 1.933 2.457 2.176
N 0.880 1.625 2.112
C 0.138 1.400 3.200
C 2.713 2.576 0.927
C 3.802 3.444 0.849
C 4.535 3.554 -0.319
C 4.172 2.795 -1.421
C 3.087 1.934 -1.341
C 2.326 1.781 -0.177
H -0.243 1.804 5.264
H 1.686 3.398 5.414
H 3.079 3.782 3.426
H -0.678 0.702 3.079
H 4.089 4.050 1.698
H 5.378 4.230 -0.368
H 4.731 2.874 -2.345
H 2.832 1.367 -2.222
C -0.836 -0.601 -2.934
Si 0.742 -0.919 -1.954
C 2.218 -0.775 -3.111
C 0.739 -2.744 -1.477
C -0.333 -3.575 -1.802
C -0.272 -4.947 -1.591
C 0.865 -5.517 -1.040
C 1.944 -4.708 -0.702
C 1.879 -3.341 -0.926
H -0.923 -1.313 -3.758
H -0.852 0.406 -3.356
H -1.717 -0.707 -2.296
H 2.191 -1.648 -3.769
H 3.181 -0.766 -2.600
H 2.153 0.113 -3.741
H -1.235 -3.154 -2.229
H -1.113 -5.571 -1.867
H 0.917 -6.586 -0.882
H 2.840 -5.146 -0.281
H 2.744 -2.731 -0.680
*
```

In the Mulliken picture, each atom carries the following charge in e: atom 1 (Tc): -1.002, atom 2 (C): -1.723, atom 3 (C): 0.405, atom 4 (C): -1.029, atom 5 (C): -0.021, atom 6 (C): -1.350, atom 7 (N): 2.347, atom 8 (C): -0.295, atom 9 (C): 0.380, atom 10 (C): -1.180, atom 11 (C): 0.397, atom 12 (C): -1.613, atom 13 (C): -0.662, atom 14 (C): -0.736, atom 15 (N): -0.449, atom 16 (C): -0.177, atom 17 (C): -1.321, atom 18 (C): -0.420, atom 19 (N): 0.965, atom 20 (C): 0.636, atom 21 (C): -0.594, atom 22 (N): 0.069, atom 23 (C): -0.445, atom 24 (C): -1.403, atom 25 (C): -0.663, atom 26 (N): 1.175, atom 27 (H): 0.473, atom 28 (H): 0.366, atom 29 (H): 0.284, atom 30 (H): 0.420, atom 31 (H): 0.562, atom 32 (H): 0.518, atom 33 (H): 0.408, atom 34 (H): 0.393, atom 35 (H): 0.386, atom 36 (H): 0.296, atom 37 (H): 0.613, atom 38 (H): 0.563, atom 39 (H): 0.463, atom 40 (H): 0.455, atom 41 (H): 0.270, atom 42 (H): 0.599, atom 43 (H): 0.518, atom 44 (H): 0.504, atom 45 (C): -1.201, atom 46 (C): -0.527, atom 47 (C): -1.409, atom 48 (C): 0.625, atom 49 (N): 1.109, atom 50 (C): -0.335, atom 51 (C): 0.989, atom 52 (C): -1.036, atom 53 (C): -0.843, atom 54 (C): -1.067, atom 55 (C): -0.126, atom 56 (C): 1.197, atom 57 (H): 0.503, atom 58 (H): 0.439, atom 59 (H): 0.445, atom 60 (H): 0.469, atom 61 (H): 0.385, atom 62 (H): 0.414, atom 63 (H): 0.469, atom 64 (H): 0.422, atom 65 (C): -1.410, atom 66 (Si): 1.418, atom 67 (C): -1.682, atom 68 (C): 0.467, atom 69 (C): -0.088, atom 70 (C): -0.701, atom 71 (C): -0.696, atom 72 (C): -0.886, atom 73 (C): -0.275, atom 74 (H): 0.544, atom 75 (H): 0.278, atom 76 (H): 0.244, atom 77 (H): 0.458, atom 78 (H): 0.388, atom 79 (H): 0.442, atom 80 (H): 0.342, atom 81 (H): 0.547, atom 82 (H): 0.439, atom 83 (H): 0.470, atom 84 (H): 0.394